# 1
Density functional theory data (ωB97M-V with the def2-TZVPD basis set) for a cluster of 7 separate species, C26H72N6O7 in total.

Values from the calculation:
gap between HOMO and LUMO	0.3518	Ha
E	-1888.822308	a.u.
2S+1	1
SMILES string	COC[C@H](C)N.COC[C@H](C)N.COC[C@H](C)N.COC[C@H](C)N.COC[C@H](C)N.COC[C@H](C)N.CCO
lowest unoccupied orbital energy	0.0230	hartree
energy relative to the best compared isomer or geometry (same formula, charge and spin)	2.588	eV
highest occupied orbital energy	-0.329	Ha

Each line ends with the Mulliken charge.
Element x y z (Å)
H  0.64  -2.06  -2.30  0.089
H  5.43  -0.32  1.40  0.400
H  0.27  -4.69  7.77  0.248
C  -0.25  5.98  -0.73  -0.851
C  0.68  2.74  -3.12  -0.516
H  4.16  3.01  -3.76  0.313
C  -5.62  -0.08  -0.29  -1.012
H  -1.48  -4.25  1.95  0.557
H  1.71  -1.99  -5.56  0.420
C  3.34  -1.04  1.26  1.674
H  -1.82  1.55  2.58  0.052
H  1.76  -2.08  1.46  -0.020
H  3.49  -2.60  -0.19  0.354
C  -1.13  -0.87  -0.08  -0.389
H  -1.20  -3.76  7.30  0.308
H  3.84  -1.00  -0.91  0.400
O  1.87  -1.57  -0.67  0.087
N  -0.41  -3.47  -6.14  -0.847
C  -0.68  0.54  -0.29  0.867
C  5.00  2.00  -0.76  -1.275
H  -0.89  6.69  -0.20  0.355
H  -0.91  5.00  1.47  0.457
H  -2.85  -0.11  -2.83  0.157
H  -0.10  0.58  -1.21  -0.114
H  2.33  2.06  -0.99  -0.123
C  1.00  4.19  2.27  0.481
C  -5.04  1.12  1.91  -0.912
H  3.13  3.66  2.65  0.494
H  2.35  2.53  1.66  0.130
C  -5.86  0.03  1.24  0.509
H  -1.84  -0.88  -6.64  0.327
H  4.61  1.53  0.14  0.005
H  2.17  -3.00  -2.19  0.451
C  4.20  1.99  -2.01  0.736
H  -4.55  -0.27  -0.40  0.033
N  0.42  3.44  3.35  -0.680
H  -1.82  -0.87  0.77  0.382
N  0.36  -5.87  3.09  -0.729
H  -3.26  1.49  3.66  0.441
H  0.78  3.73  -3.57  0.348
O  -3.58  0.90  1.78  -0.257
H  0.12  -3.94  1.29  0.331
H  -5.36  1.05  2.95  0.381
C  -1.80  -1.44  -5.71  -0.897
H  0.84  -0.48  -5.34  0.087
C  -0.50  -3.83  2.18  -1.296
H  -0.01  0.91  0.47  -0.267
C  -0.46  -2.19  -5.41  1.555
H  -6.16  -0.95  -0.64  0.374
C  -0.04  4.44  1.15  -0.208
H  2.01  -1.28  -2.80  0.329
H  -0.48  -6.26  2.70  0.282
H  -0.28  -1.51  0.14  -0.180
O  -1.87  1.39  -0.47  -0.596
C  0.04  -4.51  3.47  0.641
H  -5.31  2.10  1.51  0.372
H  -5.72  -0.96  1.69  0.225
H  -0.40  -2.46  -4.36  -0.436
H  0.27  6.57  -1.48  0.281
C  2.35  3.60  1.89  -1.363
H  -3.21  2.76  2.46  0.355
C  -0.91  -4.39  4.67  -0.859
H  0.84  -1.24  -6.88  0.428
H  -7.58  1.10  0.87  0.284
H  4.31  1.00  -2.47  0.110
H  -3.49  -1.51  -3.80  0.367
H  2.67  3.61  -1.72  0.436
C  -2.63  -0.89  -3.56  -0.293
N  2.51  -1.89  2.10  -0.595
H  -0.92  5.30  -1.25  0.291
H  1.00  -4.06  3.71  0.102
H  -2.59  -2.19  -5.74  0.402
H  -2.45  1.19  0.27  0.282
C  -0.21  -4.10  6.99  -0.708
H  0.39  -6.46  3.91  0.281
H  5.17  -1.95  1.73  0.424
H  -1.09  -3.32  4.80  0.418
H  5.93  1.52  -1.08  0.314
N  4.77  2.81  -2.99  -0.877
H  -7.38  0.74  2.39  0.255
C  3.22  -1.54  -0.19  -0.747
H  -5.96  0.82  -0.80  0.355
H  2.94  -2.80  2.18  0.331
C  1.71  -2.02  -2.06  -0.998
H  0.36  2.45  3.17  0.219
H  4.78  3.75  -2.60  0.301
H  1.03  3.56  4.15  0.294
H  4.63  -0.74  2.95  0.405
N  -7.28  0.34  1.47  -0.746
C  4.72  -0.97  1.89  -1.799
H  0.42  -3.22  6.82  0.310
H  0.02  2.11  -3.72  0.178
C  0.79  -1.46  -5.81  -1.371
C  2.76  2.53  -1.88  -0.056
O  -2.09  -0.44  -4.77  -0.334
H  -1.86  -1.43  -3.01  -0.022
H  0.52  -3.84  -6.06  0.275
H  2.96  -0.01  1.33  -0.887
H  -0.47  -3.25  -7.13  0.271
H  5.18  3.02  -0.42  0.453
H  -0.47  3.54  0.72  -0.148
H  -1.89  -4.84  4.48  0.287
H  1.20  5.20  2.64  0.287
H  -0.59  -2.77  2.41  0.204
H  2.84  4.16  1.10  0.347
O  -0.35  -4.94  5.85  -0.361
H  -1.64  -1.43  -0.87  -0.039
C  -2.89  1.74  2.67  -0.756
H  0.20  2.81  -2.14  0.064
O  1.99  2.13  -3.05  -0.385
O  0.61  5.28  0.15  -0.310

=====

# 2
Density functional theory data (ωB97M-V with the def2-TZVPD basis set) for a cluster of 11 separate species, C52H94BNO17S in total.

Values from the calculation:
gap between HOMO and LUMO	0.3302	Ha
E	-3794.723375	a.u.
2S+1	1
SMILES string	CCOB(O)[C@@](CCCS)(CCCC(=O)OCC)OC(=O)CCC(=O)Nc1ccccc1.CC(C)=O.CC(C)=O.CC(C)=O.CC(C)=O.CC(C)=O.CC(C)=O.CC(C)=O.CC(C)=O.CC(C)=O.CC(C)=O
lowest unoccupied orbital energy	0.0219	hartree
highest occupied orbital energy	-0.308	Ha

Each line ends with the Mulliken charge.
Element x y z (Å)
H  -2.27  2.04  4.90  0.389
C  -0.16  -2.35  -3.40  -1.584
O  4.19  8.33  -0.23  -0.519
C  4.40  -11.25  0.82  0.876
O  1.38  -5.84  1.81  -0.263
H  -10.75  5.01  -0.02  0.329
H  1.80  7.16  -1.30  0.273
O  -2.97  -0.32  2.47  -0.570
C  -2.24  -6.85  -8.35  -0.282
C  5.82  -11.62  1.19  -1.122
H  -2.50  3.12  8.55  0.332
O  -7.01  -2.05  1.19  -0.596
H  -1.83  -8.01  -10.91  0.307
H  2.96  10.97  0.77  0.335
H  -8.45  -0.13  1.89  0.304
H  2.68  -4.35  0.18  0.321
H  0.54  -1.03  0.47  0.172
H  0.74  6.75  0.07  0.327
H  10.59  10.26  2.56  0.362
H  9.90  14.72  3.53  0.266
H  3.35  -11.98  2.55  0.315
C  0.86  -2.24  3.45  -0.432
H  3.82  4.58  0.63  0.310
H  5.97  -11.51  2.26  0.317
C  -1.49  -2.02  4.97  -0.710
H  10.40  7.79  3.57  0.333
O  -10.36  1.96  -0.12  -0.517
H  -0.48  -2.78  1.84  -0.147
C  -6.46  -6.23  -7.67  -1.128
C  -3.01  -3.02  0.12  -0.769
H  -9.32  -2.77  -0.72  0.368
C  -7.95  -1.68  0.52  0.778
O  7.73  9.28  3.19  -0.522
C  11.57  13.92  4.59  0.795
H  -8.40  2.38  1.42  0.162
C  1.13  -7.20  2.16  -0.443
H  9.15  11.29  2.72  0.239
N  -2.80  -2.58  2.94  -0.067
H  -0.10  2.64  -0.40  0.283
O  -2.87  -2.22  -2.10  -0.575
H  -1.80  0.98  -0.50  -0.022
C  1.22  6.36  -0.83  -1.071
H  0.97  -7.22  3.24  0.395
H  -8.79  0.26  0.19  0.252
H  3.40  -13.12  1.18  0.405
H  -2.07  -5.83  -4.59  0.148
H  -5.99  -7.21  -7.63  0.260
C  -8.31  -2.36  -0.78  -1.190
H  -8.49  4.11  1.06  0.343
C  3.25  5.49  0.46  -1.042
H  0.86  -2.22  -3.76  0.634
H  -7.46  -4.07  -9.22  0.346
H  -8.26  -1.65  -1.60  0.321
O  11.39  12.81  4.16  -0.509
H  0.61  -4.86  -1.92  0.291
H  -0.99  -4.40  -3.24  0.302
H  6.14  10.50  0.76  0.340
H  2.34  -8.92  2.55  0.426
C  -10.23  2.99  0.49  0.907
O  -0.49  -8.45  -8.17  -0.579
C  -1.40  1.26  -1.48  -0.001
H  -3.81  -3.71  -0.12  0.322
H  2.24  -8.51  0.83  0.315
C  -0.70  -3.67  -3.99  -0.814
H  -2.90  -9.08  -9.98  0.293
C  9.75  10.53  3.22  -0.951
H  1.45  -2.64  -0.35  0.242
C  -2.85  2.92  7.54  -1.167
H  -5.87  -3.57  -9.85  0.301
H  -1.17  3.37  -1.59  0.403
C  8.90  9.32  3.50  0.778
C  -2.16  1.69  7.01  0.711
H  3.22  -7.50  1.91  0.277
C  2.32  -8.10  1.84  -1.116
C  -9.06  3.24  1.41  -0.944
H  -7.53  -6.35  -7.83  0.404
H  -11.68  4.33  1.34  0.324
H  -1.22  -9.56  -10.30  0.334
H  6.51  -10.96  0.66  0.303
H  13.36  14.98  5.11  0.332
C  -0.39  -2.48  2.87  0.728
H  -7.61  -3.18  -0.97  0.310
C  12.70  14.23  5.54  -1.107
H  0.25  2.52  -2.13  0.273
H  -12.03  3.81  -0.32  0.316
H  -0.73  -1.53  -3.81  0.544
O  1.94  4.10  -0.96  -0.511
H  -3.55  -2.65  3.62  0.376
C  5.49  9.74  1.18  -1.069
O  0.40  -0.33  -0.18  -0.750
H  -1.49  -2.98  -5.87  0.441
C  0.93  -1.88  4.80  -0.905
C  9.57  8.16  4.18  -1.129
H  -1.95  0.36  5.35  -0.120
O  -4.99  -5.89  -9.51  -0.533
O  -0.22  -5.55  0.29  -0.580
H  -2.57  -2.72  -4.49  0.328
C  -8.82  -0.53  0.94  -0.917
H  -1.84  -6.46  -7.42  0.081
H  -2.36  -3.54  0.81  0.547
H  9.96  8.47  5.15  0.327
H  -0.18  -1.51  6.59  0.381
C  3.44  10.58  -0.13  -1.173
O  4.16  -10.35  0.06  -0.525
C  -2.52  1.25  5.61  -0.578
S  -2.75  -4.96  -5.34  -0.296
H  13.27  13.33  5.73  0.291
H  8.85  7.35  4.33  0.304
C  -2.31  -2.74  -1.18  -0.243
H  4.01  11.38  -0.61  0.342
B  -0.15  -0.76  -1.35  0.915
H  1.74  -2.34  2.84  0.428
C  2.03  -5.04  -0.35  -1.160
H  -9.41  3.43  2.42  0.303
C  1.29  -2.83  -1.41  -1.078
H  6.07  8.84  1.36  0.279
H  2.34  -11.70  1.12  0.278
H  10.19  15.48  5.10  0.325
C  -3.13  -1.44  2.09  0.296
C  -3.62  -1.73  0.70  0.255
C  10.66  15.07  4.21  -1.077
H  -2.40  -1.94  5.55  0.382
C  -1.44  -8.05  -8.80  0.651
H  -2.21  -6.07  -9.11  0.315
H  2.60  -5.92  -0.64  0.526
O  -1.35  1.08  7.68  -0.532
H  1.90  -1.67  5.23  0.403
H  -2.26  1.51  -2.09  0.429
C  -1.56  -2.35  3.63  -0.106
C  -11.24  4.11  0.36  -1.215
H  10.15  10.93  4.14  0.273
C  -6.39  -4.04  -9.01  -1.161
O  -1.04  -3.15  -1.19  0.607
O  -0.75  0.17  -2.14  -0.467
H  -3.58  1.03  5.55  0.324
H  -6.22  -3.44  -8.11  0.323
C  2.12  5.20  -0.49  0.856
H  -2.62  3.78  6.91  0.301
C  -5.86  -5.43  -8.80  0.910
C  -0.24  -1.78  5.55  -0.179
H  3.90  6.26  0.04  0.268
C  -0.08  -2.30  -1.86  0.879
H  0.45  6.03  -1.53  0.309
H  0.23  -7.59  1.70  0.299
H  5.09  10.09  2.13  0.339
H  12.31  14.61  6.49  0.332
H  6.03  -12.65  0.90  0.334
C  0.93  -5.50  0.56  0.764
H  2.06  -2.29  -1.96  0.596
H  11.24  15.86  3.72  0.337
H  -3.93  2.76  7.56  0.298
H  2.28  -4.50  -2.38  0.461
H  2.67  10.23  -0.82  0.277
C  -1.86  -3.41  -4.94  -0.705
C  3.30  -12.07  1.46  -1.170
H  2.85  5.84  1.42  0.334
H  -3.28  -7.15  -8.19  -0.015
C  -1.88  -8.72  -10.08  -1.102
H  -3.43  -0.88  0.06  0.302
H  -4.70  -1.84  0.78  -0.351
C  4.36  9.44  0.23  0.805
C  1.51  -4.35  -1.63  -0.527
H  0.09  -4.13  -4.59  0.469
C  -0.53  2.51  -1.38  -1.265
H  -9.85  -0.86  1.07  0.335
H  -6.29  -5.72  -6.72  0.289

=====

# 3
Density functional theory data (ωB97M-V with the def2-TZVPD basis set) for a structure of composition C9H19N.

Values from the calculation:
gap between HOMO and LUMO	0.3609	Ha
E	-408.687634	a.u.
2S+1	1
lowest unoccupied orbital energy	0.0373	hartree
energy relative to the best compared isomer or geometry (same formula, charge and spin)	10.020	eV
highest occupied orbital energy	-0.324	Ha

Each line ends with the Mulliken charge.
Element x y z (Å)
H  1.11  -1.24  0.39  1.428
H  -1.04  -3.04  -0.41  0.459
H  -3.45  -1.65  0.03  0.365
H  0.89  0.24  2.19  0.228
C  -1.41  -2.53  0.35  -0.766
H  3.11  2.16  -1.65  0.312
N  1.29  1.99  -0.46  -0.349
H  3.03  3.58  -0.30  0.247
H  0.11  0.67  -1.13  0.249
H  -0.13  -2.30  1.89  0.269
H  -2.19  0.07  -1.85  0.536
H  2.18  3.38  -1.71  0.531
H  -0.31  1.33  1.31  0.132
H  -2.22  -3.08  0.95  0.200
H  -1.42  -0.99  1.90  0.229
C  -0.78  -1.65  1.03  -0.649
H  -2.17  0.50  0.02  0.136
C  0.64  0.41  1.01  -0.721
C  -2.40  -1.67  -0.37  -0.753
H  2.25  1.76  1.47  0.406
C  -0.26  -0.45  -0.97  -1.050
C  0.33  -0.84  0.38  -0.631
H  0.64  2.59  -0.05  0.184
C  2.41  2.84  -1.00  -1.122
H  2.78  0.35  0.28  0.269
C  -1.92  -0.32  -0.90  -0.621
H  -2.77  -2.10  -1.48  0.199
H  -0.09  -1.19  -1.54  0.846
C  1.78  1.20  0.61  -0.566

=====

# 4
Density functional theory data (ωB97M-V with the def2-TZVPD basis set) for a cluster of 2 separate species, C4H6N2 in total.

Values from the calculation:
gap between HOMO and LUMO (alpha / beta)	0.2257 / 0.2325	Ha
E	-265.244589	a.u.
2S+1	3
lowest unoccupied orbital energy (alpha / beta)	0.0315 / -0.0971	hartree
energy relative to the best compared isomer or geometry (same formula, charge and spin)	3.422	eV
highest occupied orbital energy (alpha / beta)	-0.194 / -0.330	Ha

Each line ends with the Mulliken charge.
Element x y z (Å)
C  -0.48  -2.23  -1.77  -0.738
C  0.14  -1.11  -1.62  0.425
C  -0.46  1.16  1.78  -1.072
H  -0.90  -2.76  -0.85  0.218
N  0.49  3.16  0.76  -0.479
H  -0.65  1.04  2.85  0.272
H  1.65  0.07  -1.47  0.263
H  -0.46  -2.86  -2.59  0.326
C  0.00  2.19  1.25  0.675
H  -0.25  0.36  1.16  0.333
H  -0.11  3.81  0.30  0.276
N  0.61  0.07  -1.58  -0.500

=====

Please write out number 4 again, unchanged.
Density functional theory data (ωB97M-V with the def2-TZVPD basis set) for a cluster of 2 separate species, C4H6N2 in total.

Values from the calculation:
gap between HOMO and LUMO (alpha / beta)	0.2257 / 0.2325	Ha
E	-265.244589	a.u.
2S+1	3
lowest unoccupied orbital energy (alpha / beta)	0.0315 / -0.0971	hartree
energy relative to the best compared isomer or geometry (same formula, charge and spin)	3.422	eV
highest occupied orbital energy (alpha / beta)	-0.194 / -0.330	Ha

Each line ends with the Mulliken charge.
Element x y z (Å)
C  -0.48  -2.23  -1.77  -0.738
C  0.14  -1.11  -1.62  0.425
C  -0.46  1.16  1.78  -1.072
H  -0.90  -2.76  -0.85  0.218
N  0.49  3.16  0.76  -0.479
H  -0.65  1.04  2.85  0.272
H  1.65  0.07  -1.47  0.263
H  -0.46  -2.86  -2.59  0.326
C  0.00  2.19  1.25  0.675
H  -0.25  0.36  1.16  0.333
H  -0.11  3.81  0.30  0.276
N  0.61  0.07  -1.58  -0.500